1.
Molecular formula: C15H19Cl8F6NO2S
Method: DFT, ωB97M-V/def2-TZVPD

The LUMO energy is 0.449 eV. The molar mass is 675.00 g mol⁻¹. The value obtained for the HOMO energy is -8.86 eV. For the energy relative to the best compared isomer or geometry (same formula, charge and spin), the calculation gives 0.0000 eV. The value obtained for the HOMO-LUMO gap is 9.3 eV. The total energy is -148765.850 eV.

Last column: Mulliken charge in e.
Atoms and positions in Å:
O1 2.5342 1.5873 3.4837  -0.59
S1 2.4358 0.5837 2.4861  1.11
O2 3.6512 -0.1016 2.2067  -0.55
F1 1.3844 -0.4850 3.0224  -0.23
N1 1.6820 1.1484 1.1104  0.53
C1 1.7956 0.1832 -0.0200  -1.25
C2 0.4814 0.0619 -0.8451  -0.75
C3 -0.6608 -0.5781 0.0033  -0.61
C4 -1.8150 0.3756 0.3532  0.99
C5 -2.1583 1.5298 -0.3718  -0.31
C6 -3.1974 2.3907 0.0060  -0.68
C7 -3.9767 2.1288 1.1892  -0.70
C8 -3.6220 0.9536 1.8821  -0.58
C9 -2.5743 0.0856 1.4980  -0.95
C10 2.0801 2.5031 0.7706  0.34
F2 3.3578 2.8050 1.1082  -0.32
F3 1.9772 2.7384 -0.5579  -0.29
C11 1.0466 3.5206 1.4653  0.86
F4 1.6556 4.5466 2.0582  -0.26
F5 0.2295 4.0035 0.4971  -0.25
F6 0.2307 2.8854 2.3216  -0.22
H1 1.9590 -0.8264 0.4274  0.32
H2 2.6439 0.3964 -0.6905  0.56
H3 0.6945 -0.5453 -1.7456  0.38
H4 0.2490 1.0763 -1.2075  0.29
H5 -1.0308 -1.5290 -0.4247  0.62
H6 -0.2012 -0.8577 0.9758  0.22
H7 -1.5896 1.7987 -1.2733  0.28
H8 -3.3666 3.2575 -0.6323  0.50
H9 -4.7676 2.7755 1.5503  0.54
H10 -4.1946 0.6888 2.7847  0.35
H11 -2.3920 -0.7953 2.1448  0.66
Cl1 -8.5002 2.7716 -0.2525  -0.17
C12 -7.1973 3.5937 -1.1231  -0.39
Cl2 -5.6050 3.1407 -0.4829  -0.12
H12 -7.2473 3.3160 -2.1710  0.29
H13 -7.3290 4.6660 -1.0179  0.29
Cl3 5.5046 -2.2357 -2.4492  -0.14
C13 5.1320 -1.8985 -0.7540  -0.26
Cl4 3.5575 -2.5549 -0.2954  -0.12
H14 5.8947 -2.3509 -0.1296  0.35
H15 5.1207 -0.8234 -0.6042  0.22
Cl5 -1.7847 -4.7082 1.4659  -0.15
C14 -3.4231 -4.0708 1.6532  -0.39
Cl6 -3.4632 -2.3163 1.3895  -0.01
H16 -4.0722 -4.5539 0.9298  0.30
H17 -3.7696 -4.2818 2.6595  0.29
Cl7 7.0031 -5.4588 -6.4785  -0.16
C15 6.6171 -5.1258 -4.7859  -0.10
Cl8 5.0401 -5.7845 -4.3379  -0.14
H18 7.3768 -5.5790 -4.1577  0.28
H19 6.6034 -4.0517 -4.6347  0.12

***

2.
Molecular formula: C15H19CoNO5S4
Method: DFT, ωB97M-V/def2-TZVPD

The LUMO energy (alpha / beta) is -0.197 / 0.056 eV. The molar mass is 480.52 g mol⁻¹. The value obtained for the HOMO energy (alpha / beta) is -8.37 / -8.36 eV. For the energy relative to the best compared isomer or geometry (same formula, charge and spin), the calculation gives 1.8923 eV. The value obtained for the HOMO-LUMO gap (alpha / beta) is 8.2 / 8.4 eV. Its spin multiplicity is 2. The total energy is -108559.605 eV.

Last column: Mulliken charge in e.
Atoms and positions in Å:
Co1 -0.4933 -0.1285 0.5786  0.58
C1 -0.8547 2.7344 -1.8959  -1.01
C2 0.2413 1.7853 -2.3462  -0.65
S1 1.1788 1.1144 -0.9083  0.04
C3 2.3336 -0.0205 -1.7695  -0.73
C4 1.7609 -1.1054 -2.6709  -0.69
S2 1.4785 -2.7048 -1.8031  -0.03
C5 -0.1832 -3.2175 -2.3865  -0.95
C6 -1.3152 -2.7696 -1.4738  -0.49
S3 -1.4047 -0.9512 -1.6092  -0.20
C7 -3.1065 -0.4233 -1.1898  -0.58
C8 -3.1905 1.0569 -1.5273  -0.88
S4 -1.9709 2.0753 -0.5952  0.14
H1 -1.4578 3.0540 -2.7466  0.47
H2 -0.4117 3.6091 -1.4182  0.40
H3 0.9672 2.3274 -2.9545  0.55
H4 -0.1811 0.9597 -2.9196  0.31
H5 2.9068 -0.4735 -0.9599  0.39
H6 2.9946 0.6328 -2.3440  0.55
H7 2.4970 -1.3140 -3.4491  0.47
H8 0.8276 -0.8089 -3.1401  0.23
H9 -0.1372 -4.3067 -2.4120  0.44
H10 -0.3165 -2.8389 -3.4009  0.39
H11 -1.1094 -3.0473 -0.4387  0.23
H12 -2.2702 -3.1815 -1.8067  0.56
H13 -3.2943 -0.5983 -0.1302  0.27
H14 -3.8053 -0.9935 -1.8039  0.53
H15 -4.1723 1.4408 -1.2494  0.45
H16 -3.0166 1.2292 -2.5893  0.37
O1 2.7771 1.3408 5.4971  -0.52
C9 1.9756 0.9490 4.4892  1.19
C10 0.7496 1.5722 4.2404  -0.48
C11 0.0096 1.1436 3.1553  0.00
N1 0.4735 0.2042 2.3512  -0.08
C12 1.5694 -0.4857 2.6273  0.38
C13 2.3681 -0.1403 3.6999  -0.61
C14 1.6812 -1.7144 1.6972  0.08
O2 2.5956 -2.5016 1.8266  -0.72
O3 0.7134 -1.7747 0.8713  -0.57
C15 -1.4559 1.4755 2.8099  0.31
O4 -2.0842 2.2572 3.4936  -0.71
O5 -1.8743 0.7902 1.8228  -0.71
H17 2.3711 2.0750 5.9789  0.30
H18 0.3722 2.3656 4.8683  0.43
H19 3.2629 -0.6926 3.9316  0.56

***

3.
Molecular formula: C15H19F2O2P
Method: DFT, ωB97M-V/def2-TZVPD

The LUMO energy is 0.752 eV. The molar mass is 300.28 g mol⁻¹. The value obtained for the HOMO energy is -9.31 eV. The value obtained for the HOMO-LUMO gap is 10.1 eV. The total energy is -34680.990 eV.

Last column: Mulliken charge in e.
Atoms and positions in Å:
C1 -5.6493 -1.1127 -0.0256  -1.46
C2 -4.4816 -0.1441 -0.1401  0.46
O1 -3.4517 -0.7544 -0.9298  -0.54
C3 -4.8854 1.1969 -0.7562  -0.58
O2 -4.5103 2.2570 0.1274  -0.28
P1 -4.4355 3.7598 -0.5558  -0.05
H1 -6.0144 -1.3757 -1.0197  0.35
H2 -5.3349 -2.0183 0.4899  0.34
H3 -6.4651 -0.6447 0.5288  0.41
H4 -4.0970 0.0756 0.8603  0.29
H5 -2.6621 -0.8052 -0.3968  0.28
H6 -5.9658 1.2330 -0.9252  0.28
H7 -4.3873 1.2991 -1.7230  0.41
H8 -4.7576 4.4758 0.6161  0.05
H9 -3.0475 4.0045 -0.3963  0.03
F1 0.8150 -0.2707 0.0159  -0.27
C4 1.0521 -0.7577 -1.2255  0.57
C5 0.0136 -0.7832 -2.1322  -0.47
C6 0.2561 -1.2851 -3.4022  -0.57
C7 1.5216 -1.7419 -3.7435  -0.50
C8 2.5486 -1.7005 -2.8100  -0.45
C9 2.3187 -1.2076 -1.5338  -0.22
H10 -0.9626 -0.4139 -1.8502  0.47
H11 -0.5479 -1.3164 -4.1249  0.38
H12 1.7070 -2.1297 -4.7360  0.37
H13 3.5361 -2.0549 -3.0731  0.38
H14 3.1049 -1.1613 -0.7931  0.31
F2 4.9297 0.0852 0.1496  -0.32
C10 4.7492 0.1875 1.4854  0.49
C11 3.5435 0.6671 1.9543  -0.29
C12 3.3618 0.7646 3.3260  -0.39
C13 4.3737 0.3857 4.1974  -0.54
C14 5.5748 -0.0957 3.6958  -0.27
C15 5.7717 -0.1998 2.3265  -0.59
H15 2.7663 0.9476 1.2561  0.41
H16 2.4227 1.1357 3.7137  0.36
H17 4.2253 0.4640 5.2658  0.37
H18 6.3650 -0.3928 4.3721  0.35
H19 6.6982 -0.5729 1.9118  0.41